(1)
The following is a DFT calculation (ωB97M-V with the def2-TZVPD basis set) of C5H8N2O as an isolated structure at a distorted geometry.

The geometry in XYZ format:
```
16
C5H8N2O | OMol25 | ωB97M-V with the def2-TZVPD basis set
C 0.71 0.86 0.65
C -1.40 0.99 -0.83
N -0.71 0.60 0.38
C 0.79 -0.49 0.03
C 1.34 -0.80 -1.15
O -1.51 0.07 1.39
C 0.61 -1.72 1.18
N 0.92 -2.62 1.84
H -1.17 -0.86 1.49
H 1.09 1.68 0.04
H 0.88 0.90 1.72
H -0.93 0.56 -1.72
H -1.40 2.08 -0.91
H -2.43 0.62 -0.82
H 1.16 -1.74 -1.65
H 2.06 -0.14 -1.61
```

* 2S+1: 1
* energy: -379.8753 Eh
* charge: 0
* E_HOMO: -8.2 eV

Results of the Mulliken charge analysis, in e, for atoms 1 through 8: C -0.564; C -0.856; N 0.148; C 0.804; C -0.966; O -0.401; C -0.202; N -0.429

***

(2)
The following is a DFT calculation (ωB97M-V with the def2-TZVPD basis set) of a 2-piece molecular cluster, C5H8N2O overall at a distorted geometry.

The geometry in XYZ format:
```
16
C5H8N2O | OMol25 | ωB97M-V with the def2-TZVPD basis set
C -1.12 0.46 -1.14
N -1.39 -0.68 -0.27
C -1.34 -1.04 1.21
C -0.64 -1.72 0.13
O 0.20 -2.49 -0.20
H -0.55 0.14 -1.98
H -1.98 1.00 -1.54
H -0.80 1.20 -0.42
H -2.30 -1.44 1.64
H -0.73 -0.46 1.75
C 2.54 -0.64 -0.77
N 3.32 -0.94 0.18
C 2.49 0.24 0.37
H 2.22 -0.82 -1.68
H 3.02 1.12 0.28
H 1.73 0.06 1.11
```

* 2S+1: 1
* energy: -379.8832 Eh
* charge: 0
* structure (SMILES): CN1CC1=O.C1=NC1
* E_HOMO: -9.6 eV

Results of the Mulliken charge analysis, in e, for atoms 1 through 8: C -0.727; N -0.157; C -0.463; C 0.561; O -0.553; H 0.265; H 0.269; H 0.315